A molecular structure, C2HCl3I2. Source: OMol25; level of theory: ωB97M-V with the def2-TZVPD basis set.

CARTESIAN COORDINATES (ANGSTROEM)
C  -0.2545  -0.6943  0.4976
C  0.4054  -0.2145  1.7972
Cl  -0.1653  -2.5088  0.4054
Cl  -1.9113  -0.1034  0.3269
Cl  0.2670  -1.0347  3.2717
I  4.7491  0.4231  1.7336
I  1.9832  1.0717  1.7200
H  0.3383  -0.4365  -0.2544

Calculated values
Energy above the lowest of the compared OMol25 structures with the same formula, charge and spin: 26.8 kcal per mole
Highest occupied orbital energy (spin up / spin down): -8.74 / -8.97 eV
Orbital gap (spin up / spin down): 7.12 / 6.75 eV
Max |F|: 4.93 eV/A
E: -55856.29414 eV
Lowest unoccupied orbital energy (spin up / spin down): -1.626 / -2.220 eV
Spin multiplicity: 1